Record 1
Entry from the OMol25 dataset: the molecule Cl2HNO2S (ωB97M-V with the def2-TZVPD basis set).

Last column: Mulliken charge in e.
CARTESIAN COORDINATES (ANGSTROEM)
Cl -1.163 0.479 -1.753  0.02
Cl -0.381 -2.057 -0.081  -0.10
S 0.477 -0.326 0.382  1.06
O 1.028 -0.370 1.736  -0.48
O 1.413 -0.003 -0.614  -0.47
N -0.796 0.606 0.174  -0.41
H -0.577 1.670 0.156  0.38

**Spin multiplicity**: 1
**SMILES**: O=S(=O)(Cl)NCl
**Highest occupied orbital energy**: -11.59 eV
**HOMO-LUMO gap**: 9.50 eV
**LUMO**: -2.08 eV


Record 2
Entry from the OMol25 dataset: a cluster of 2 separate species, Cl2HNS in total (ωB97M-V with the def2-TZVPD basis set).

Last column: Mulliken charge in e.
CARTESIAN COORDINATES (ANGSTROEM)
Cl 0.182 1.836 -1.122  -0.23
Cl 1.563 -1.824 0.837  -0.03
S -1.160 -1.075 0.555  0.08
N 0.306 -0.860 0.168  -0.04
H -0.891 1.923 -0.437  0.22

**Spin multiplicity**: 1
**SMILES**: S=NCl.Cl
**Highest occupied orbital energy**: -9.32 eV
**HOMO-LUMO gap**: 7.52 eV
**LUMO**: -1.80 eV


Record 3
Entry from the OMol25 dataset: a structure of composition Cl2HNS (ωB97M-V with the def2-TZVPD basis set).

Last column: Mulliken charge in e.
CARTESIAN COORDINATES (ANGSTROEM)
Cl -0.129 -0.232 1.865  -0.04
Cl 1.656 -0.987 -0.133  -0.02
S -1.171 0.057 -0.542  0.00
N 0.358 0.209 0.216  -0.10
H -0.713 0.953 -1.407  0.17

**Spin multiplicity**: 1
**Highest occupied orbital energy**: -9.76 eV
**HOMO-LUMO gap**: 9.13 eV
**LUMO**: -0.63 eV


Record 4
Entry from the OMol25 dataset: a cluster of 2 separate species, Cl2HO2P in total (ωB97M-V with the def2-TZVPD basis set).

Last column: Mulliken charge in e.
CARTESIAN COORDINATES (ANGSTROEM)
Cl -2.697 0.470 -1.091  0.10
Cl 2.908 -0.617 -0.646  -0.02
P -0.084 0.713 0.114  0.46
O -1.617 0.157 0.189  -0.20
O 1.402 -1.064 -0.188  -0.46
H 0.089 0.341 1.622  0.13

**Spin multiplicity**: 1
**Highest occupied orbital energy**: -9.21 eV
**HOMO-LUMO gap**: 7.64 eV
**LUMO**: -1.57 eV


Record 5
Entry from the OMol25 dataset: a cluster of 2 separate species, Cl2HPS2 in total (ωB97M-V with the def2-TZVPD basis set).

Last column: Mulliken charge in e.
CARTESIAN COORDINATES (ANGSTROEM)
Cl 1.375 0.084 -0.499  -0.11
Cl -0.821 -0.598 2.077  -0.11
S -1.986 1.973 0.797  -0.21
S 0.637 -0.785 -2.203  -0.07
P -0.510 1.330 1.820  0.31
H 1.304 -2.004 -1.992  0.19

**Spin multiplicity**: 1
**SMILES**: S=PCl.SCl
**Highest occupied orbital energy**: -9.41 eV
**HOMO-LUMO gap**: 8.07 eV
**LUMO**: -1.34 eV


Record 6
Entry from the OMol25 dataset: a structure of composition Cl2N2O14Rb (ωB97M-V with the def2-TZVPD basis set).

Last column: Mulliken charge in e.
CARTESIAN COORDINATES (ANGSTROEM)
Rb 0.307 0.858 0.310  0.95
Cl 3.282 0.959 -2.240  1.67
Cl -1.277 -1.437 -2.307  1.69
O 0.289 -2.563 3.118  -0.66
O 1.399 -0.912 2.337  -0.67
O -2.267 1.531 1.541  -0.57
O -4.137 1.195 2.573  -0.65
O -2.542 2.253 3.571  -0.67
O 4.364 1.898 -1.958  -0.71
O -0.208 -2.107 -1.619  -0.63
O -2.552 -2.111 -2.112  -0.68
O -0.994 -1.272 -3.716  -0.66
O -1.472 -0.102 -1.718  -0.70
O -0.433 -0.584 3.547  -0.57
O 3.777 -0.079 -3.103  -0.65
O 2.220 1.742 -2.825  -0.67
O 2.802 0.411 -0.990  -0.62
N -2.968 1.624 2.575  0.88
N 0.409 -1.304 3.017  0.91

**Spin multiplicity**: 1
**Highest occupied orbital energy**: -0.16 eV
**Charge**: -3
**HOMO-LUMO gap**: 6.40 eV
**LUMO**: 6.24 eV


Record 7
Entry from the OMol25 dataset: a structure of composition Cl2NO7Rb (ωB97M-V with the def2-TZVPD basis set).

Last column: Mulliken charge in e.
CARTESIAN COORDINATES (ANGSTROEM)
Rb 2.275 2.694 -0.115  0.97
Cl 6.609 3.887 2.057  -0.98
Cl -1.042 -1.837 2.851  1.51
O 0.044 -0.998 3.250  -0.66
O -1.784 -1.333 1.740  -0.58
O -1.944 0.041 -4.261  -0.68
O -0.311 -3.007 2.709  -0.59
O -1.033 1.802 -4.302  -0.72
O 0.081 0.106 -3.974  -0.69
O -1.960 -1.973 4.129  -0.68
N -0.935 0.617 -4.084  1.09

**Spin multiplicity**: 1
**Highest occupied orbital energy**: -2.55 eV
**Charge**: -2
**HOMO-LUMO gap**: 5.27 eV
**LUMO**: 2.72 eV


Record 8
Entry from the OMol25 dataset: the molecule Cl2P2S (ωB97M-V with the def2-TZVPD basis set).

Last column: Mulliken charge in e.
CARTESIAN COORDINATES (ANGSTROEM)
Cl 1.068 -1.855 -0.167  -0.29
Cl 1.316 1.312 -1.710  -0.11
S -1.769 -0.240 1.686  -0.17
P -0.196 0.570 1.047  0.23
P -0.153 0.151 -1.061  0.34

**Spin multiplicity**: 1
**SMILES**: S=P#P(Cl)Cl
**Highest occupied orbital energy**: -9.05 eV
**HOMO-LUMO gap**: 6.71 eV
**LUMO**: -2.34 eV


Record 9
Entry from the OMol25 dataset: the molecule Cl3H2N3 (ωB97M-V with the def2-TZVPD basis set).

Last column: Mulliken charge in e.
CARTESIAN COORDINATES (ANGSTROEM)
Cl -0.819 -1.839 -2.233  -0.18
Cl 0.031 1.559 -2.251  -0.14
Cl -2.750 0.171 -2.861  0.07
N -1.814 -0.312 -1.569  -0.05
N -1.005 0.479 -0.995  0.17
N -0.425 -0.228 0.015  -0.39
H 0.045 -1.090 -0.353  0.27
H 0.080 0.227 0.773  0.26

**Spin multiplicity**: 1
**SMILES**: NN(Cl)N(Cl)Cl
**Highest occupied orbital energy**: -9.71 eV
**HOMO-LUMO gap**: 8.40 eV
**LUMO**: -1.31 eV


Record 10
Entry from the OMol25 dataset: the molecule Cl3H3N4 (ωB97M-V with the def2-TZVPD basis set).

Last column: Mulliken charge in e.
CARTESIAN COORDINATES (ANGSTROEM)
Cl 1.154 1.044 1.621  -0.06
Cl -2.234 0.626 1.605  -0.16
Cl -1.778 1.543 -1.140  0.00
N -0.963 1.477 0.362  -0.08
N 1.051 -1.208 -0.801  -0.47
N 0.172 0.832 0.213  0.08
N -0.035 -0.709 -0.259  -0.08
H 1.130 -0.925 -1.895  0.27
H 1.908 -1.454 -0.261  0.23
H -0.404 -1.226 0.554  0.29

**Spin multiplicity**: 1
**SMILES**: NNN(Cl)N(Cl)Cl
**Highest occupied orbital energy**: -9.21 eV
**HOMO-LUMO gap**: 8.53 eV
**LUMO**: -0.67 eV


Record 11
Entry from the OMol25 dataset: the molecule Cl3H3Si2 (ωB97M-V with the def2-TZVPD basis set).

Last column: Mulliken charge in e.
CARTESIAN COORDINATES (ANGSTROEM)
Cl -2.452 0.246 0.207  -0.21
Cl -0.361 0.728 2.687  -0.18
Cl 2.438 0.242 -2.020  -0.43
Si -0.612 0.894 0.699  0.56
Si 0.575 -0.848 -0.560  0.42
H -0.791 2.320 0.425  -0.08
H 0.034 -1.658 -1.711  -0.03
H 1.170 -1.924 0.272  -0.05

**Spin multiplicity**: 1
**SMILES**: Cl[SiH2][SiH](Cl)Cl
**Highest occupied orbital energy**: -10.37 eV
**HOMO-LUMO gap**: 9.43 eV
**LUMO**: -0.94 eV


Record 12
Entry from the OMol25 dataset: a cluster of 2 separate species, Cl3H4NSi2 in total (ωB97M-V with the def2-TZVPD basis set).

Last column: Mulliken charge in e.
CARTESIAN COORDINATES (ANGSTROEM)
Cl -1.049 4.001 3.284  -0.22
Cl 1.520 1.835 3.668  -0.16
Cl -1.491 0.753 2.512  -0.24
Si -0.121 2.311 2.613  0.76
Si -0.111 -0.731 -0.704  0.37
N 0.980 -1.611 0.097  -0.49
H 0.011 2.614 1.242  -0.14
H 0.254 0.332 -1.619  -0.06
H -1.537 -1.040 -0.872  -0.06
H 0.828 -2.207 0.890  0.24

**Spin multiplicity**: 1
**SMILES**: Cl[SiH](Cl)Cl.N=[SiH2]
**Highest occupied orbital energy**: -9.58 eV
**HOMO-LUMO gap**: 9.52 eV
**LUMO**: -0.06 eV


Record 13
Entry from the OMol25 dataset: a structure of composition Cl3O12PbTi2 (ωB97M-V with the def2-TZVPD basis set).

Last column: Mulliken charge in e.
CARTESIAN COORDINATES (ANGSTROEM)
Pb 1.646 1.279 -3.218  0.77
Ti 1.377 -1.305 1.361  1.57
Ti 1.684 5.783 0.019  0.93
Cl -2.502 -1.075 1.739  1.58
Cl 0.543 2.120 0.511  1.61
Cl 0.906 -2.216 -1.851  1.50
O 0.842 -2.401 -3.279  -0.62
O -0.293 -2.498 -1.132  -0.52
O -3.080 0.053 1.460  -0.33
O 0.675 2.035 -0.932  -0.58
O 1.540 1.257 1.078  -0.63
O 0.842 -0.801 -1.562  -0.50
O 1.074 3.369 0.905  -0.61
O -2.963 -1.612 2.903  -0.34
O -0.821 1.836 0.696  -0.47
O -1.018 -0.935 1.977  -0.51
O -2.580 -2.110 0.774  -0.29
O 2.128 -2.780 -1.446  -0.56

**Spin multiplicity**: 8
**Highest occupied orbital energy (alpha / beta)**: -12.86 / -16.14 eV
**Charge**: +2
**⟨S²⟩**: 15.765
**HOMO-LUMO gap (alpha / beta)**: 4.08 / 4.83 eV
**LUMO (alpha / beta)**: -8.78 / -11.31 eV


Record 14
Entry from the OMol25 dataset: a cluster of 2 separate species, Cl3OPS in total (ωB97M-V with the def2-TZVPD basis set).

Last column: Mulliken charge in e.
CARTESIAN COORDINATES (ANGSTROEM)
Cl 2.077 -0.525 0.388  -0.11
Cl 0.456 2.301 -0.712  -0.13
Cl -1.597 -0.998 2.655  -0.04
S -2.387 -0.661 0.855  -0.02
P 0.660 0.204 -0.921  0.72
O 0.791 -0.321 -2.265  -0.41

**Spin multiplicity**: 1
**Highest occupied orbital energy (alpha / beta)**: -8.87 / -8.87 eV
**HOMO-LUMO gap (alpha / beta)**: 4.88 / 4.88 eV
**LUMO (alpha / beta)**: -3.99 / -3.99 eV


Record 15
Entry from the OMol25 dataset: a structure of composition Cl4FO16Sr2 (ωB97M-V with the def2-TZVPD basis set).

Last column: Mulliken charge in e.
CARTESIAN COORDINATES (ANGSTROEM)
Sr 3.129 -1.716 1.667  1.78
Sr -1.274 5.408 -4.978  1.49
Cl -1.021 1.157 -1.057  1.54
Cl 5.756 -1.321 -5.149  1.45
Cl -6.873 -2.649 0.246  1.58
Cl 0.890 1.768 6.426  1.55
F 4.769 1.641 0.160  -0.79
O 5.374 -2.146 -6.277  -0.59
O -6.487 -3.842 1.008  -0.62
O -6.673 -2.917 -1.174  -0.61
O -1.270 1.104 0.361  -0.63
O 6.018 0.078 -5.696  -0.63
O 0.983 1.268 5.123  -0.55
O -1.040 2.657 -1.380  -0.68
O 1.007 0.526 7.194  -0.68
O 1.873 2.620 6.861  -0.55
O -2.135 0.477 -1.699  -0.58
O -0.328 2.092 6.974  -0.53
O -8.200 -2.193 0.654  -0.60
O 4.457 -1.280 -4.499  -0.62
O 0.268 0.568 -1.315  -0.58
O -6.086 -1.604 0.710  -0.55
O 6.862 -1.696 -4.160  -0.60

**Spin multiplicity**: 1
**Highest occupied orbital energy**: -5.77 eV
**Charge**: -1
**HOMO-LUMO gap**: 1.13 eV
**LUMO**: -4.64 eV


Record 16
Entry from the OMol25 dataset: the molecule Cl4HISi2 (ωB97M-V with the def2-TZVPD basis set).

Last column: Mulliken charge in e.
CARTESIAN COORDINATES (ANGSTROEM)
I -2.240 2.205 -0.860  -0.03
Cl 1.221 -1.740 1.364  -0.23
Cl -2.305 -1.441 0.132  -0.20
Cl 3.162 0.766 0.087  -0.23
Cl -0.886 -0.676 -2.640  -0.17
Si -1.141 0.007 -0.781  0.42
Si 1.188 0.176 0.663  0.51
H 1.002 0.703 2.035  -0.07

**Spin multiplicity**: 1
**SMILES**: Cl[SiH](Cl)[Si](Cl)(Cl)I
**Highest occupied orbital energy**: -9.83 eV
**HOMO-LUMO gap**: 8.62 eV
**LUMO**: -1.21 eV


Record 17
Entry from the OMol25 dataset: a structure of composition Cl4NOP (ωB97M-V with the def2-TZVPD basis set).

Last column: Mulliken charge in e.
CARTESIAN COORDINATES (ANGSTROEM)
Cl 1.581 -1.676 0.226  -0.10
Cl -1.806 1.082 -0.131  0.01
Cl -0.582 0.323 2.340  -0.02
Cl -0.319 -0.720 -2.124  -0.14
P 0.607 -0.172 -0.423  0.95
O 1.376 1.228 -0.478  -0.55
N -0.857 -0.066 0.589  -0.15

**Spin multiplicity**: 1
**Highest occupied orbital energy**: -10.19 eV
**HOMO-LUMO gap**: 9.34 eV
**LUMO**: -0.85 eV


Record 18
Entry from the OMol25 dataset: a structure of composition Cl5N2P3 (ωB97M-V with the def2-TZVPD basis set).

Last column: Mulliken charge in e.
CARTESIAN COORDINATES (ANGSTROEM)
Cl -1.782 -1.369 1.542  -0.25
Cl -3.331 -0.489 -1.176  -0.18
Cl 1.381 2.728 0.173  -0.16
Cl -0.045 -0.413 -1.563  0.07
Cl 3.144 -1.577 -0.772  -0.26
P 1.345 -1.290 0.227  0.36
P -2.164 0.318 0.241  0.44
P 0.512 1.250 1.111  0.43
N -0.765 0.707 -0.557  -0.26
N 1.706 0.135 0.774  -0.19

**Spin multiplicity**: 1
**Highest occupied orbital energy**: -9.58 eV
**HOMO-LUMO gap**: 8.88 eV
**LUMO**: -0.70 eV


Record 19
Entry from the OMol25 dataset: a structure of composition Cl5Na (ωB97M-V with the def2-TZVPD basis set).

Last column: Mulliken charge in e.
CARTESIAN COORDINATES (ANGSTROEM)
Cl -1.246 1.542 1.497  -0.93
Cl 1.450 -1.747 1.975  -0.93
Cl -1.938 -2.201 -0.356  -0.93
Cl -1.081 1.080 -2.579  -0.93
Cl 2.528 1.551 -0.255  -0.93
Na 0.287 -0.226 -0.281  0.66

**Spin multiplicity**: 1
**Highest occupied orbital energy**: 4.69 eV
**Charge**: -4
**HOMO-LUMO gap**: 3.56 eV
**LUMO**: 8.25 eV


no.,total energy (Ha)
1,-1524.306969
2,-1373.832936
3,-1373.811874
4,-1412.625931
5,-2058.715990
6,-2106.669128
7,-1525.558801
8,-2001.285410
9,-1545.857366
10,-1601.174232
11,-1961.426812
12,-2016.802861
13,-4173.432437
14,-2195.312115
15,-3204.347393
16,-2718.255329
17,-2312.102363
18,-3434.588844
19,-2463.091607